Entry 1:
This record from OMol25 describes a 8-piece molecular cluster, C32H68Cl14N3O5P2 overall in a non-equilibrium geometry. The level of theory is the ωB97M-V functional and the def2-TZVPD basis.

Values from the calculation:
total charge = +1
gap between HOMO and LUMO = 0.2994 Ha
largest force on an atom = 9.43 eV Å⁻¹
E_tot = -242872.2871 eV

Each line ends with the Mulliken charge.
Element x y z (Å)
C -9.9868 5.8621 1.7228  -0.854
C -8.8084 6.6212 0.8569  -0.342
C -7.3642 6.0598 1.4190  -0.518
C -6.2986 5.6614 0.1969  -0.486
C -4.8590 5.3591 0.9324  -0.555
C -3.6579 4.8872 -0.0799  -0.492
C -3.5777 3.2658 -0.3352  -0.286
C -3.4653 2.4368 1.0913  -0.618
C -2.6215 1.0213 0.9131  -0.561
C -0.9830 1.2362 1.1210  0.042
C -0.6757 1.1330 2.7248  -1.030
N 0.7567 1.4216 3.1324  0.863
C 1.3001 2.7073 2.5617  -0.295
C 0.2933 3.9982 2.6341  -0.365
O 0.0598 4.5390 3.9816  -0.221
C 0.3240 5.9863 4.0556  0.177
O -0.3916 6.8512 3.3062  -0.447
C 1.6739 0.3886 2.4423  -0.662
C 1.4744 -1.1052 3.1684  -1.069
C 1.2091 -0.5032 4.7055  -0.447
P 0.1097 -1.6602 5.7374  0.374
N 0.0285 -1.3299 7.3184  -0.796
C 0.8791 1.1149 4.6146  -0.229
N -0.2213 1.5110 5.5701  -0.348
P 2.4240 1.8225 5.5713  0.500
O 3.7771 1.6635 4.7719  -0.674
O 2.6520 1.1011 7.1384  -0.495
O 2.2426 3.5665 5.8591  -0.551
H -10.9217 5.7174 1.0329  0.275
H -10.1982 6.5516 2.6657  0.225
H -9.6165 4.8246 2.1640  0.253
H -8.9172 6.4837 -0.3089  0.321
H -8.8393 7.7824 1.0975  0.232
H -7.4536 5.0911 2.0868  0.215
H -6.7745 6.8552 2.0817  0.230
H -6.6308 4.6451 -0.3305  0.202
H -6.2012 6.5481 -0.5958  0.281
H -4.5061 6.3827 1.4177  0.301
H -5.0643 4.6294 1.8292  0.211
H -3.8575 5.4005 -1.1358  0.232
H -2.5851 5.2137 0.3117  0.171
H -4.4917 2.8395 -0.9468  0.321
H -2.5808 3.0466 -0.9386  0.160
H -3.0974 3.0906 1.9930  0.226
H -4.5827 2.1112 1.3547  0.350
H -2.9707 0.3354 1.8238  0.305
H -2.8437 0.4788 -0.1063  0.181
H -0.6152 2.2156 0.5977  0.046
H -0.4760 0.2893 0.6040  0.166
H -1.4276 1.8933 3.2559  0.346
H -1.0586 0.0545 3.0686  0.426
H 2.3366 3.0524 2.9787  0.486
H 1.4826 2.5013 1.3991  0.440
H 0.8340 4.8702 2.0231  0.499
H -0.7438 3.8445 2.0856  -0.242
H 1.1476 6.3430 4.8407  0.287
H 1.6366 0.3088 1.2750  0.393
H 2.8466 0.5313 2.6167  0.539
H 0.4427 -1.6160 2.9037  0.222
H 2.3743 -1.8601 3.0441  0.424
H 2.2673 -0.6473 5.1843  0.626
H 0.6582 -3.0182 5.6262  0.127
H -1.2433 -1.6639 5.1975  0.099
H 0.6010 -0.4724 7.4762  0.322
H -0.4146 2.5351 5.5800  0.273
H -1.0895 0.9455 5.4676  0.347
H 3.0612 1.8278 7.7278  0.368
H 2.9595 4.0059 5.3117  0.370
Cl 3.4846 1.0621 -0.8024  -0.192
C 4.8994 0.3306 -0.0056  -0.592
C 4.8024 -1.1857 0.0597  -0.173
Cl 3.5178 -1.7304 1.1663  -0.057
H 4.9939 0.7719 0.9913  0.292
H 5.7774 0.6216 -0.5908  0.462
H 5.7415 -1.6018 0.4359  0.226
H 4.6081 -1.6196 -0.9261  0.097
Cl 4.1839 -3.6966 -1.9988  -0.156
C 5.2153 -5.1370 -1.8160  0.001
C 5.4420 -5.5005 -0.3568  -0.411
Cl 6.4499 -4.2988 0.4868  -0.218
H 6.1594 -4.9471 -2.3357  -0.199
H 4.7046 -5.9585 -2.3282  0.362
H 5.9679 -6.4573 -0.2900  0.282
H 4.4966 -5.5925 0.1868  0.352
Cl -3.8472 3.2850 -3.7012  -0.133
C -3.5674 1.8140 -4.6653  -0.527
C -2.7549 0.7757 -3.9073  0.642
Cl -1.0703 1.2946 -3.6530  -0.181
H -3.0768 2.1075 -5.5984  0.353
H -4.5525 1.4062 -4.9129  0.335
H -2.7160 -0.1555 -4.4800  -0.591
H -3.1940 0.5562 -2.9293  0.125
Cl -2.5443 -1.8462 -5.9295  -0.213
C -1.5130 -3.2866 -5.7468  -0.404
C -1.2863 -3.6500 -4.2876  -0.264
Cl -0.2783 -2.4483 -3.4440  -0.159
H -0.5688 -3.0966 -6.2665  0.341
H -2.0236 -4.1080 -6.2590  0.317
H -0.7603 -4.6068 -4.2208  0.360
H -2.2316 -3.7421 -3.7440  0.000
Cl -2.8950 -6.1614 -3.1240  -0.136
C -4.6139 -6.5071 -2.8113  -0.442
C -5.4622 -5.2448 -2.8041  -0.531
Cl -5.1047 -4.2024 -1.4051  -0.176
H -4.6849 -7.0460 -1.8615  0.339
H -4.9517 -7.1768 -3.6083  0.302
H -6.5214 -5.5099 -2.7386  0.366
H -5.3140 -4.6549 -3.7139  0.311
Cl 8.0823 -5.5404 -3.8098  -0.075
C 9.4972 -6.2719 -3.0130  -0.618
C 9.4002 -7.7882 -2.9477  -0.374
Cl 8.1156 -8.3329 -1.8410  -0.179
H 9.5917 -5.8306 -2.0160  0.304
H 10.3751 -5.9809 -3.5981  0.332
H 10.3393 -8.2043 -2.5715  0.312
H 9.2059 -8.2220 -3.9334  0.307
Cl 8.2095 -4.0847 -7.2233  -0.167
C 6.6914 -3.1594 -7.3287  -0.435
C 5.9152 -3.1773 -6.0210  -0.460
Cl 5.2596 -4.7911 -5.6502  -0.184
H 6.1006 -3.5685 -8.1540  0.302
H 6.9653 -2.1309 -7.5838  0.313
H 5.0615 -2.4965 -6.0868  0.362
H 6.5384 -2.8620 -5.1785  0.277

Entry 2:
This record from OMol25 describes a 5-piece molecular cluster, C32H68N5O6 overall in a non-equilibrium geometry. The level of theory is the ωB97M-V functional and the def2-TZVPD basis.

Values from the calculation:
total charge = +3
gap between HOMO and LUMO = 0.2563 Ha
largest force on an atom = 10.09 eV Å⁻¹
E_tot = -53988.3598 eV

Each line ends with the Mulliken charge.
Element x y z (Å)
C 4.3434 -2.0270 -2.1687  -1.312
C 3.7438 -1.7176 -0.8903  0.797
O 3.6687 -2.3561 0.0546  -0.363
N 3.3453 -0.2361 -0.7527  0.175
H 4.0460 0.3857 -1.1591  0.470
H 2.4298 -0.1285 -1.3483  -0.126
C 3.2139 0.1822 0.6590  -0.545
H 4.5022 -3.1062 -2.0959  0.344
H 5.3146 -1.5312 -2.2491  0.440
H 3.7252 -1.8541 -3.0464  0.328
H 4.1854 -0.0175 1.0718  0.624
H 2.4173 -0.3686 1.1449  -0.032
H 2.9527 1.2352 0.5817  -0.041
C -0.0302 -5.6274 -3.3512  -1.585
C 0.1849 -4.2601 -2.7648  1.184
C 0.7748 -3.3549 -3.9117  -0.572
C -0.1627 -2.7932 -4.9506  -0.831
C -1.3912 -2.0244 -4.2525  -1.118
C -2.1743 -2.9167 -3.1890  1.400
N -1.2308 -3.7261 -2.4642  1.248
O -1.6253 -4.0515 -1.2000  -0.324
C -3.0449 -3.9169 -3.9988  -1.609
C -2.9105 -2.0199 -2.1922  -1.951
C 1.0774 -4.2390 -1.5230  -1.508
H -0.3897 -5.5640 -4.3787  0.384
H -0.7600 -6.2866 -2.8809  0.327
H 0.9574 -6.0519 -3.4003  0.475
H 1.4375 -4.0049 -4.4588  0.603
H 1.2435 -2.4903 -3.4536  -0.133
H -0.5096 -3.6233 -5.5692  0.355
H 0.4099 -1.9957 -5.4236  0.404
H -2.1134 -1.9299 -5.0686  0.430
H -1.1347 -1.0573 -3.8018  0.445
H -3.9880 -3.3893 -4.1391  0.481
H -3.2550 -4.7826 -3.3960  0.377
H -2.6322 -4.1393 -4.9721  0.360
H -3.5387 -1.3157 -2.7215  0.535
H -2.2722 -1.5170 -1.4575  0.026
H -3.5712 -2.6835 -1.6010  0.589
H 0.9949 -3.2808 -1.0095  0.079
H 2.1188 -4.4681 -1.7233  0.330
H 0.6719 -4.9439 -0.8022  0.540
C -1.2396 3.9468 0.9770  -1.473
C 0.0554 4.6395 0.6445  1.301
C 1.2693 3.9987 1.3553  -0.650
C 2.6639 4.3518 0.8270  -0.987
C 2.7555 4.0568 -0.6916  -0.397
C 1.6166 4.7591 -1.5596  1.042
N 0.3711 4.6246 -0.7933  1.031
O -0.7128 4.5281 -1.6167  -0.287
C 1.4882 3.9771 -2.8929  -1.521
C 1.9601 6.1739 -1.7054  -1.617
C 0.0383 6.0662 1.0459  -1.827
H -1.3416 3.8636 2.0766  0.299
H -1.2943 2.9260 0.5588  0.174
H -2.0747 4.5553 0.6776  0.578
H 1.1410 2.9148 1.4367  -0.070
H 1.1693 4.3344 2.3839  0.558
H 3.3518 3.6402 1.2817  0.440
H 2.8854 5.3623 1.1452  0.652
H 2.7086 2.9754 -0.8136  -0.398
H 3.6339 4.4722 -1.1661  0.642
H 2.4777 3.9856 -3.4002  0.402
H 0.7435 4.4392 -3.5305  0.479
H 1.2332 2.9095 -2.8381  0.205
H 2.2851 6.5939 -0.7658  0.400
H 1.1332 6.8329 -1.9526  0.368
H 2.7667 6.2143 -2.4160  0.437
H -0.6796 6.6605 0.4759  0.433
H 0.9236 6.6236 0.9217  0.405
H -0.2593 6.0154 2.0813  0.464
C 0.5546 2.0587 6.0091  -1.558
C 0.1468 1.8820 4.5604  0.284
C -0.7183 0.6148 4.3682  -1.011
C -1.0140 0.3557 2.8999  0.133
N -2.0794 -0.6706 2.6815  0.702
C -3.3654 -0.2365 3.3313  -0.654
C -4.4644 -0.9939 2.5647  -1.036
C -3.8530 -1.3869 1.2163  -0.719
C -2.4442 -0.7733 1.2415  -0.036
C -1.5979 -2.0519 3.2683  -1.163
C -0.3862 -2.6526 2.4899  1.101
C -0.0226 -4.0120 3.1391  -1.632
H 0.8731 3.0711 6.3121  0.415
H 1.3647 1.3824 6.2286  0.375
H -0.3300 1.9054 6.6064  0.351
H 1.0725 1.7849 3.9801  0.081
H -0.4497 2.7393 4.2574  0.126
H -1.6198 0.6711 4.9914  0.377
H -0.1832 -0.2446 4.8074  0.415
H -0.1293 0.0013 2.4158  -0.236
H -1.4673 1.2285 2.4738  0.161
H -3.3108 -0.4618 4.3966  0.463
H -3.5265 0.8215 3.1537  0.405
H -4.8936 -1.8635 3.0459  0.389
H -5.2664 -0.2677 2.4474  0.409
H -3.6360 -2.4515 1.0790  0.371
H -4.4507 -0.9982 0.3943  0.516
H -1.6281 -1.2633 0.7221  -0.286
H -2.4974 0.2763 0.9775  0.297
H -2.4226 -2.7567 3.3464  0.643
H -1.3361 -1.8389 4.3054  0.575
H 0.5125 -2.0201 2.4577  -0.205
H -0.6762 -2.8385 1.4494  -0.220
H 0.7346 -4.5150 2.5370  0.408
H -0.9515 -4.5924 3.1992  0.403
H 0.3070 -3.9605 4.1663  0.420
N 0.2093 0.4061 -1.2694  0.733
O 1.1952 0.4257 -2.1433  -0.887
O 0.4160 -0.3550 -0.2394  -0.045
O -0.7599 1.1335 -1.3619  -0.651

Entry 3:
This record from OMol25 describes a 9-piece molecular cluster, C32H68NO16S8 overall in a non-equilibrium geometry. The level of theory is the ωB97M-V functional and the def2-TZVPD basis.

Values from the calculation:
total charge = +1
energy relative to the best compared isomer or geometry (same formula, charge and spin) = 0.0 kcal/mol
gap between HOMO and LUMO = 0.3773 Ha
largest force on an atom = 11.74 eV Å⁻¹
E_tot = -155199.4443 eV

Each line ends with the Mulliken charge.
Element x y z (Å)
N -0.6481 -0.1426 0.0257  0.916
H -1.7007 -0.1575 -0.1483  0.299
H -0.1931 0.6780 -0.4619  -0.025
H -0.2953 -0.8761 -0.3283  -0.173
H -0.4438 -0.0946 0.8765  0.042
C 0.6566 -5.7690 -0.0411  -0.248
C 0.2693 -6.5081 -1.2227  -0.988
C -0.9974 -5.9629 -1.7934  -0.664
S -1.4458 -4.5927 -0.7672  1.016
O -2.8572 -4.5313 -0.6203  -0.791
O -0.8723 -3.3757 -1.2372  -0.433
C -0.5393 -5.0952 0.6346  0.259
H 1.2622 -4.9421 -0.3038  -0.301
H 1.1308 -6.3949 0.6417  0.756
H 0.0585 -7.4670 -1.0039  0.330
H 1.0521 -6.6045 -1.9786  0.387
H -1.8957 -6.6721 -1.7042  0.370
H -0.8494 -5.6561 -2.7967  0.371
H -1.1135 -5.9623 1.1367  0.341
H -0.1736 -4.2388 1.3181  -0.502
C 3.4895 2.3232 4.5844  -0.334
C 2.0954 3.0491 4.7480  -0.955
C 1.4068 3.2797 3.4761  -0.151
S 2.3242 2.5125 2.2477  1.117
O 2.6662 3.2973 1.0084  -0.814
O 1.8712 1.1518 2.0763  -0.336
C 3.8799 2.4393 3.0869  -0.838
H 3.2936 1.3176 4.9567  0.067
H 4.4167 2.8032 5.1084  0.353
H 2.2048 4.0307 5.2752  0.357
H 1.5835 2.7136 5.5753  0.579
H 1.4120 4.3944 3.3712  0.412
H 0.2899 2.8771 3.2238  -0.158
H 4.3265 3.3936 2.9358  0.496
H 4.5332 1.5959 2.5580  0.255
C 2.7170 -2.3857 4.4527  -1.134
C 2.2590 -3.7964 4.5570  -0.942
C 0.6922 -3.7010 4.4941  -1.018
S 0.1661 -2.1096 3.9994  1.269
O -0.4233 -1.4311 5.0336  -0.800
O -0.5346 -2.1779 2.7354  -0.464
C 1.8381 -1.5595 3.6276  1.125
H 3.6277 -2.2449 3.8825  0.489
H 2.9778 -2.1689 5.4198  0.385
H 2.5282 -4.4259 5.2522  0.653
H 2.6822 -4.4630 3.7541  0.238
H 0.4712 -3.8784 5.4969  0.503
H 0.2794 -4.6174 3.9809  0.363
H 2.0879 -0.5542 3.9379  -0.570
H 2.0224 -1.7717 2.5449  -0.268
C -4.0308 1.2072 5.3120  -0.641
C -4.7963 1.7056 4.1119  -0.565
C -3.8343 1.9067 2.9526  -0.271
S -2.7319 0.6576 3.1503  1.433
O -1.3687 1.0763 3.4131  -0.507
O -2.9560 -0.3265 2.1572  -0.752
C -3.3318 -0.0460 4.6825  -0.846
H -4.7106 0.6597 6.1548  0.309
H -3.4030 1.8590 5.8372  0.292
H -5.1190 2.8264 4.3370  0.294
H -5.5452 1.0323 3.8062  0.402
H -3.2038 2.8303 3.2632  0.309
H -4.3127 2.0355 1.8714  -0.100
H -2.5122 -0.4323 5.2129  0.448
H -4.0608 -0.8865 4.3576  0.282
C -3.2687 0.4215 -5.4392  -0.923
C -3.8475 -1.0497 -5.4304  -0.468
C -3.1287 -1.7722 -4.2925  -1.094
S -1.5922 -1.0009 -4.0055  1.324
O -0.4671 -1.6740 -4.5602  -0.827
O -1.5512 -0.3554 -2.6743  -0.439
C -1.7463 0.3626 -5.0841  -0.023
H -3.8301 1.0082 -4.6069  -0.026
H -3.4169 0.9248 -6.2374  0.814
H -3.6630 -1.4450 -6.5901  0.218
H -4.9410 -1.0060 -5.1194  0.319
H -2.9555 -2.8354 -4.4829  0.432
H -3.5764 -1.7775 -3.4219  0.613
H -1.0522 0.1723 -5.9616  0.266
H -1.1717 1.0540 -4.5523  -0.259
C -3.8312 3.9860 -2.3630  -0.926
C -4.2917 5.0281 -1.3512  -0.829
C -4.1270 4.4403 0.0542  -0.696
S -2.6820 3.4977 -0.1719  1.376
O -2.9356 2.0631 -0.1286  -0.682
O -1.6110 4.0540 0.4449  -0.743
C -2.4615 3.7112 -1.9376  0.603
H -3.8180 4.3853 -3.2776  0.674
H -4.6690 3.2362 -2.4675  0.210
H -5.2760 5.4031 -1.5380  0.493
H -3.6837 6.0861 -1.7006  0.206
H -5.0212 3.9893 0.3474  0.457
H -3.8874 5.3053 0.7081  0.347
H -2.0812 2.6700 -2.1789  -0.535
H -1.4042 4.3343 -2.0960  0.047
C 3.2870 3.6550 -4.0722  -1.083
C 3.4972 2.1388 -4.3885  -0.767
C 2.0867 1.5064 -4.2430  -0.420
S 1.2750 2.3327 -3.0264  1.413
O 1.3092 1.6123 -1.8241  -0.482
O 0.0277 2.8688 -3.5153  -0.817
C 2.2998 3.7510 -2.9806  -0.626
H 2.8252 4.0637 -5.0233  0.249
H 4.0997 4.0675 -3.7074  0.641
H 4.2814 1.8469 -3.7142  0.082
H 3.9464 1.7596 -5.2796  0.612
H 2.1941 0.4712 -3.9724  0.011
H 1.5906 1.6226 -5.1847  0.484
H 2.6502 3.5574 -2.0604  0.495
H 1.7218 4.7687 -3.0854  0.220
C 4.3424 -0.4472 -1.4731  0.137
C 4.3588 -1.4642 -2.6465  -0.864
C 3.1281 -2.4547 -2.3577  -0.687
S 3.0685 -2.5965 -0.5937  1.020
O 3.5961 -3.8542 -0.2081  -0.776
O 1.7541 -2.1017 -0.1923  -0.055
C 4.2255 -1.2629 -0.2597  -1.077
H 3.4387 0.0377 -1.5537  -0.131
H 5.2464 0.2185 -1.4091  0.420
H 5.4612 -1.8929 -2.6761  0.276
H 4.2100 -1.0075 -3.6085  0.477
H 2.9972 -3.3785 -2.8445  0.680
H 2.1672 -2.0538 -2.7360  -0.046
H 5.2544 -1.8507 -0.0733  0.324
H 3.9768 -0.7644 0.5781  0.429